Entry 1:
Here is a 2-piece molecular cluster, CN2OS overall at a distorted geometry from the Open Molecules 2025 dataset. Energies are from the ωB97M-V functional and the def2-TZVPD basis.

## Properties
highest occupied orbital energy: -0.372 Eh
total energy: -621.007031 a.u.
multiplicity: 1
gap between HOMO and LUMO: 10.37 eV
energy above the lowest of the compared OMol25 structures with the same formula, charge and spin: 2.28 kcal/mol

CARTESIAN COORDINATES (ANGSTROEM)
S (-2.987, 0.143, -0.094)
O (2.545, 0.214, -0.358)
N (-1.502, -0.172, -0.058)
N (-0.388, -0.345, -0.214)
C (2.332, 0.159, 0.724)

Taken from the Mulliken analysis, the atomic charges in e are: -0.06, -0.09, 0.23, -0.18, 0.10

---

Entry 2:
Here is a single C5H3ClO3 molecule at a distorted geometry from the Open Molecules 2025 dataset. Energies are from the ωB97M-V functional and the def2-TZVPD basis.

## Properties
highest occupied orbital energy: -0.404 Eh
total energy: -878.175514 a.u.
SMILES string: C#C[C@@H]1OC(=O)O[C@@H]1Cl
multiplicity: 1
gap between HOMO and LUMO: 11.58 eV
energy above the lowest of the compared OMol25 structures with the same formula, charge and spin: 0.00 kcal/mol

CARTESIAN COORDINATES (ANGSTROEM)
Cl (0.032, -1.595, 1.407)
O (-1.683, -0.930, -0.400)
O (-0.921, 1.025, 0.391)
O (-3.133, 0.545, 0.501)
C (1.467, 0.666, 0.015)
C (-2.026, 0.263, 0.217)
C (2.597, 0.823, 0.368)
C (0.096, 0.444, -0.417)
C (-0.293, -1.037, -0.280)
H (0.210, -1.705, -0.961)
H (3.626, 0.705, 0.605)
H (0.029, 0.794, -1.447)

Atom charges from the Mulliken analysis, given in e for atoms 1 to 8: -0.17, -0.31, -0.30, -0.47, -0.88, 0.60, 0.25, 0.19

---

Entry 3:
Here is a single C6H6O molecule from the Open Molecules 2025 dataset. Energies are from the ωB97M-V functional and the def2-TZVPD basis.

## Properties
highest occupied orbital energy: -0.375 Eh
total energy: -307.324234 a.u.
SMILES string: C#CC[C@H](O)C#C
multiplicity: 1
gap between HOMO and LUMO: 11.14 eV
energy above the lowest of the compared OMol25 structures with the same formula, charge and spin: 87.35 kcal/mol

CARTESIAN COORDINATES (ANGSTROEM)
O (-0.415, 1.077, 1.529)
C (-2.136, 0.107, -1.243)
C (0.837, -2.231, 0.332)
C (1.087, -1.070, 0.138)
C (1.247, 0.367, -0.098)
C (-0.084, 1.105, 0.157)
C (-1.190, 0.567, -0.658)
H (-2.982, -0.293, -1.760)
H (1.989, 0.790, 0.589)
H (1.596, 0.548, -1.121)
H (0.059, 2.162, -0.090)
H (0.609, -3.263, 0.480)
H (-0.658, 0.163, 1.739)

Atom charges from the Mulliken analysis, given in e for atoms 1 to 8: -0.53, 0.06, 0.10, -0.49, -0.56, -0.13, -0.55, 0.41

---

Entry 4:
Here is a 2-piece molecular cluster, C4H12N3 overall at a distorted geometry from the Open Molecules 2025 dataset. Energies are from the ωB97M-V functional and the def2-TZVPD basis.

## Properties
net charge: +1
highest occupied orbital energy: -0.490 Eh
total energy: -323.588377 a.u.
multiplicity: 1
gap between HOMO and LUMO: 8.57 eV
energy above the lowest of the compared OMol25 structures with the same formula, charge and spin: 56.41 kcal/mol

CARTESIAN COORDINATES (ANGSTROEM)
N (-0.063, 0.995, 0.496)
N (-0.056, -2.036, -0.919)
N (0.578, -2.082, 1.340)
C (-0.192, 3.007, -0.934)
C (-0.909, 1.756, -0.386)
C (-0.361, -2.304, 0.320)
C (0.996, 0.407, 0.013)
H (0.378, -2.553, 2.211)
H (0.680, 2.710, -1.540)
H (1.826, 0.202, 0.749)
H (0.224, 3.555, -0.085)
H (1.098, 0.271, -1.041)
H (1.549, -2.157, 1.081)
H (-1.197, 1.148, -1.236)
H (-1.299, -2.751, 0.764)
H (-0.769, -2.495, -1.568)
H (-1.796, 2.008, 0.215)
H (-0.256, 1.133, 1.487)
H (-0.845, 3.597, -1.534)

Atom charges from the Mulliken analysis, given in e for atoms 1 to 8: 0.08, -0.60, -0.46, -1.05, -0.48, 0.08, -0.40, 0.24